1.
Density functional theory data (the ωB97M-V functional and the def2-TZVPD basis) for C12H22NO4P in the gas phase.

```
40
Properties=species:S:1:pos:R:3:forces:R:3
C -1.7116 -2.2255 -4.9613 -1.14 -1.41 -0.14
C -1.5060 -1.0386 -4.1244 1.42 -0.87 0.94
C -1.3869 -1.2204 -2.6032 0.40 0.36 -1.07
C -1.0789 0.1711 -1.9541 -2.41 -1.16 -1.77
O -0.5442 -0.1655 -0.7077 -0.56 1.45 2.09
P -0.2077 1.1332 0.1799 7.23 0.40 -1.82
O 1.0273 1.8440 -0.4161 -3.52 -1.18 1.10
O 0.2414 0.5583 1.6183 -0.67 -0.75 -1.08
C 0.9813 -0.6966 1.4717 -0.53 -2.64 2.20
C 1.8874 -0.9714 2.7589 -2.38 -1.65 0.22
C 3.1698 -0.3155 2.6964 3.26 0.77 0.33
C 4.2571 -1.1474 1.9432 -0.49 -0.36 1.56
C -1.5113 2.3054 0.4049 -1.53 -0.89 0.52
C -2.8411 1.6602 0.4500 -1.83 -1.65 0.61
N -3.8028 1.0198 0.6541 2.26 1.75 -0.68
C -1.2688 2.9347 1.7850 -0.31 5.41 -0.01
C -1.3928 2.2618 3.1319 -2.45 -1.03 -1.66
O -1.0223 4.1587 1.7148 -0.39 -3.15 0.46
H -1.5334 -2.0966 -5.9975 -0.02 0.79 -1.14
H -1.0853 -3.0292 -4.7560 1.40 -1.56 0.87
H -2.7093 -2.6232 -4.8682 -0.55 -0.15 0.05
H -2.3250 -0.4854 -4.3530 -2.26 2.53 -0.43
H -0.6250 -0.5845 -4.5363 0.57 0.81 0.26
H -2.1968 -1.7710 -2.1551 -0.84 0.26 0.11
H -0.5642 -1.9423 -2.4771 0.34 0.74 0.41
H -0.3810 0.5897 -2.6445 1.02 0.73 0.09
H -1.9755 0.9580 -1.9101 1.50 -2.02 0.05
H 0.1835 -1.5622 1.4732 1.53 1.72 -0.46
H 1.6284 -0.7222 0.5658 -0.65 0.22 0.57
H 1.3993 -0.7635 3.7523 -0.20 0.04 -1.28
H 2.1376 -2.0636 2.8232 -0.83 0.54 -0.33
H 3.5550 -0.0520 3.7291 -0.30 -0.31 -1.16
H 3.0535 0.5979 2.1630 0.06 1.16 -0.29
H 4.5069 -2.0491 2.5516 0.05 0.65 -0.39
H 5.1295 -0.5578 1.7573 0.73 0.32 0.20
H 3.9743 -1.5114 0.9781 -0.70 -0.16 -0.66
H -1.3822 3.0419 -0.4019 -0.17 -0.10 0.53
H -1.6512 1.1855 2.9765 0.05 0.98 0.68
H -0.4196 2.3569 3.4182 2.81 -0.24 1.42
H -2.0096 2.8177 3.8688 0.11 -0.36 -0.90
```
Forces are in eV/Å.

- SMILES: CCCCOP(=O)(OCCCC)[C@@H](C#N)C(C)=O
- Gap between HOMO and LUMO: 0.3864 hartree
- Lowest unoccupied orbital energy: 0.21 eV
- Energy above the lowest of the compared OMol25 structures with the same formula, charge and spin: 344.25 kJ/mol

Quick look at the natural (NBO) charges, all values in e: C -0.591; C -0.403; C -0.408; C -0.076; O -0.780; P 2.370; O -1.082; O -0.820; C -0.083; C -0.421; C -0.410; C -0.604; C -0.826; C 0.270; N -0.277; C 0.603; C -0.709; O -0.505; H 0.212; H 0.198; H 0.198; H 0.197; H 0.195; H 0.212; H 0.210; H 0.198; H 0.177; H 0.197; H 0.215; H 0.221; H 0.207; H 0.205; H 0.211; H 0.197; H 0.214; H 0.200; H 0.338; H 0.238; H 0.254; H 0.260

2.
Density functional theory data (the ωB97M-V functional and the def2-TZVPD basis) for C12H22O3Si in the gas phase.

```
38
Properties=species:S:1:pos:R:3:forces:R:3
C -0.1157 -2.1952 5.1306 0.11 0.44 -0.53
C -0.1742 -1.3041 3.8783 -0.19 0.36 0.59
O 0.9479 -1.5819 3.0322 -0.30 -2.06 -0.55
Si 0.6631 -2.0812 1.4412 1.16 6.30 0.57
O -0.3758 -1.0543 0.8556 -0.81 -2.59 -0.05
O 2.1167 -1.6649 0.7233 -0.60 -4.28 1.01
C 2.3984 -0.3216 0.7867 0.07 2.23 0.21
C 1.8306 0.4697 -0.3575 0.33 -0.67 -0.64
C 1.7094 0.0204 -1.6087 -0.26 0.50 0.94
C 1.9351 -1.3953 -1.9453 -0.61 -1.28 -0.34
C 1.1818 0.9393 -2.6569 -0.74 -0.30 -0.24
C -0.3192 0.6381 -2.9874 0.25 -0.01 -0.22
C -1.1810 0.5742 -1.7709 0.21 0.60 0.39
C -2.0683 1.4871 -1.3827 0.93 -0.25 -0.82
C -2.8219 1.3093 -0.1169 -0.16 -0.22 0.57
C -2.2492 2.6915 -2.2344 -0.31 0.84 -0.41
H -0.3445 -3.2298 4.8847 -0.16 -0.07 -0.02
H 0.8985 -2.1790 5.5126 0.20 0.06 0.13
H -0.7762 -1.8426 5.9237 -0.12 -0.03 -0.16
H -0.1035 -0.2203 4.1484 0.03 -0.80 -0.17
H -1.1094 -1.4242 3.3123 0.18 0.05 0.23
H 3.4894 -0.2225 0.7911 -0.01 0.01 0.11
H 2.0017 0.0587 1.7323 0.32 0.39 -0.05
H 1.4777 1.4615 -0.1952 0.09 0.73 0.50
H 1.3516 -1.7084 -2.8102 0.27 0.22 -0.43
H 2.9834 -1.6184 -2.0942 0.33 -0.15 -0.22
H 1.5775 -2.0506 -1.1465 0.32 0.31 -0.52
H 1.2663 1.9449 -2.2695 -0.03 0.44 -0.09
H 1.7999 0.8525 -3.5563 -0.14 0.07 -0.07
H -0.3843 -0.3510 -3.4464 0.12 0.03 -0.31
H -0.7136 1.3723 -3.7058 0.31 -0.35 0.09
H -0.9483 -0.1901 -1.0626 -0.04 -0.74 0.16
H -3.3181 0.3357 -0.1391 0.08 0.06 0.31
H -2.1474 1.3566 0.7549 -0.30 -0.13 -0.26
H -3.5879 2.0623 0.0095 -0.21 0.25 0.04
H -1.3020 3.0075 -2.6870 -0.24 0.00 0.11
H -2.9475 2.5061 -3.0574 -0.03 0.04 0.01
H -2.6409 3.5477 -1.6863 -0.04 0.00 0.14
```
Forces are in eV/Å.

- SMILES: CCO[Si](=O)OC/C=C(\C)CCC=C(C)C
- Gap between HOMO and LUMO: 0.1982 hartree
- Lowest unoccupied orbital energy: -2.72 eV
- Energy above the lowest of the compared OMol25 structures with the same formula, charge and spin: 105.59 kJ/mol

Quick look at the natural (NBO) charges, all values in e: C -0.631; C -0.070; O -0.852; Si 2.185; O -1.051; O -0.895; C -0.094; C -0.227; C 0.051; C -0.669; C -0.415; C -0.429; C -0.216; C 0.013; C -0.642; C -0.650; H 0.203; H 0.217; H 0.218; H 0.187; H 0.190; H 0.189; H 0.185; H 0.204; H 0.207; H 0.222; H 0.234; H 0.204; H 0.207; H 0.204; H 0.209; H 0.227; H 0.223; H 0.226; H 0.202; H 0.211; H 0.214; H 0.209

3.
Density functional theory data (the ωB97M-V functional and the def2-TZVPD basis) for C12H22OSe in the gas phase.

```
36
Properties=species:S:1:pos:R:3:forces:R:3
C 0.5060 -1.2177 3.3948 -0.31 -1.18 2.22
C -0.9284 -1.1924 2.8215 -0.30 2.12 0.71
C 1.4890 -1.5292 2.2336 0.36 -2.58 1.57
C 0.2456 1.9625 -2.0904 0.48 0.90 -1.55
C 1.4407 1.1136 -2.5045 0.71 0.36 2.55
C -1.0049 -0.2533 1.6493 -1.35 1.46 -0.97
C 1.2385 -0.6206 1.0789 1.97 2.72 -2.38
C -0.2443 1.5007 -0.8134 -3.20 -3.68 0.07
C 1.1498 -0.3248 -2.5834 -1.12 -2.64 1.71
C -0.1713 -0.7095 0.5014 1.79 -1.94 1.94
C -0.4485 -0.0421 -0.7575 1.59 1.36 -3.17
C -3.5246 -0.1574 -0.9018 1.73 -0.53 2.82
O -0.3331 -2.1167 0.4334 -0.56 -0.98 -1.77
Se -1.8279 -0.7935 -1.8142 -1.30 0.68 -0.35
H 0.8362 -0.2854 3.9251 -0.70 -0.35 -0.74
H 0.4657 -1.9897 4.3176 0.61 1.26 -2.30
H -1.3052 -2.1382 2.5078 0.18 -0.92 -0.14
H -1.7207 -0.7811 3.4648 0.60 -0.31 0.69
H 2.5530 -1.5521 2.5841 -0.81 0.55 -0.29
H 1.3050 -2.6238 1.9795 0.20 1.43 -0.09
H 0.4630 3.0478 -1.9219 0.10 -0.73 -0.93
H -0.4393 1.7845 -2.9199 -0.62 0.56 0.25
H 1.6988 1.4779 -3.4189 1.06 0.99 -2.94
H 2.3033 1.3538 -1.8335 -0.51 -0.55 -0.34
H -1.9946 -0.0824 1.2637 -1.00 -0.65 0.20
H -0.7630 0.8047 1.8290 0.54 -0.32 0.62
H 1.3953 0.4663 1.3886 0.16 -1.21 -0.20
H 1.9068 -0.7601 0.1539 -0.35 -0.15 1.52
H 0.4855 1.6084 -0.1150 1.91 1.21 2.42
H -1.2214 1.9192 -0.5448 0.33 0.40 0.22
H 0.4208 -0.7604 -3.3440 0.99 1.08 0.94
H 2.0106 -1.0959 -2.4180 -1.59 1.63 0.00
H -3.5134 0.8976 -0.4869 -0.06 -0.97 -1.32
H -4.3199 -0.4514 -1.5616 -0.43 0.26 -0.07
H -3.5126 -0.7680 0.0713 -0.57 0.57 -1.61
H 0.1371 -2.4041 -0.3828 -0.54 0.18 0.70
```
Forces are in eV/Å.

- Gap between HOMO and LUMO: 0.3071 hartree
- Lowest unoccupied orbital energy: 0.42 eV
- Energy above the lowest of the compared OMol25 structures with the same formula, charge and spin: 223.86 kJ/mol

Quick look at the natural (NBO) charges, all values in e: C -0.396; C -0.416; C -0.425; C -0.385; C -0.480; C -0.399; C -0.401; C -0.500; C -0.317; C 0.079; C -0.071; C -0.801; O -0.733; Se 0.308; H 0.201; H 0.210; H 0.229; H 0.210; H 0.216; H 0.223; H 0.214; H 0.213; H 0.223; H 0.202; H 0.203; H 0.202; H 0.189; H 0.212; H 0.206; H 0.228; H 0.209; H 0.211; H 0.218; H 0.229; H 0.215; H 0.474

4.
Density functional theory data (the ωB97M-V functional and the def2-TZVPD basis) for C12H23AsCuF9NO5 as an isolated structure.

```
52
Properties=species:S:1:pos:R:3:forces:R:3
Cu -7.8529 -10.9002 -11.8596 -0.07 -0.25 0.48
C -6.3068 -13.0011 -9.5057 -3.75 1.69 -1.89
O -7.0147 -12.2554 -8.4670 1.96 -0.35 0.70
O -6.9085 -12.4708 -10.6838 1.77 -1.08 0.77
C -4.7806 -13.0147 -9.4217 -0.45 -0.76 0.03
F -4.2416 -11.8773 -9.6326 1.12 3.28 -0.78
F -4.3667 -13.3981 -8.2204 -0.12 -0.49 2.01
F -4.1475 -13.8848 -10.2243 -0.64 -0.60 -1.14
C -7.0496 -12.7696 -7.1447 -1.55 0.93 0.73
C -7.9213 -11.8128 -6.3591 -0.58 1.53 -0.01
H -7.4176 -10.8531 -6.2435 0.32 0.05 0.13
H -8.8319 -11.5114 -6.8770 -0.20 -0.48 -0.22
H -8.2019 -12.1387 -5.3575 0.17 -0.35 -0.03
H -6.1559 -12.7385 -6.5214 0.72 -0.74 -0.82
H -7.6155 -13.6988 -7.0776 0.66 -0.71 -0.37
H -6.5476 -14.0434 -9.2968 -0.38 -0.57 -0.43
As -10.2670 -9.4021 -13.9539 -1.88 0.97 -2.49
F -10.9073 -8.6207 -12.4643 -0.63 0.66 1.79
F -8.5297 -9.4880 -13.3061 2.72 -0.60 1.99
F -9.5680 -10.1695 -15.4154 0.56 -0.69 -1.12
F -11.9017 -9.4507 -14.7418 -0.37 -0.16 0.10
F -9.9694 -7.7618 -14.7124 0.32 0.61 -0.12
F -10.4461 -11.0449 -13.2530 -0.37 -1.63 1.02
C -11.7921 -9.9777 -9.3423 0.15 -0.44 1.31
C -10.4619 -10.2493 -9.9126 0.12 0.11 -1.14
N -9.4199 -10.4711 -10.3542 -0.89 0.04 0.20
H -11.5842 -9.7858 -8.2896 -0.02 0.25 0.21
H -12.4287 -10.8606 -9.2836 0.30 -0.27 -0.52
H -12.4312 -9.1631 -9.6828 0.81 0.08 -0.75
C -8.8375 -13.4046 -13.6809 0.51 -0.08 0.27
O -7.9276 -12.2833 -13.5072 0.20 -0.94 -0.99
C -6.8726 -12.2353 -14.5236 -0.69 0.74 1.51
C -6.1034 -10.8840 -14.3542 -0.23 -1.25 -1.17
O -5.9964 -10.5229 -12.9801 -0.88 -0.32 -0.40
C -5.3311 -9.3073 -12.7619 1.69 1.13 -0.31
C -5.4873 -8.7894 -11.3134 -1.28 -2.66 -0.36
O -6.9133 -8.9235 -11.1092 1.09 0.97 -0.64
C -7.4836 -8.0962 -10.1373 -1.16 -0.62 0.67
H -9.5479 -13.4914 -12.8587 -0.03 0.91 -0.13
H -8.3210 -14.3614 -13.6045 0.68 0.01 -0.26
H -9.3478 -13.3583 -14.6430 -0.07 0.34 0.11
H -7.2999 -12.3394 -15.5210 -0.23 0.47 -0.02
H -6.2038 -13.0880 -14.4066 0.10 -0.07 0.46
H -6.4845 -10.1313 -15.0443 -0.88 0.47 0.84
H -5.1449 -11.0783 -14.8355 0.78 -0.11 0.60
H -5.5706 -8.5101 -13.4656 -0.86 -0.13 -0.15
H -4.3026 -9.5545 -13.0251 0.62 0.36 0.50
H -5.0758 -7.8181 -11.0388 -0.22 0.15 -0.60
H -5.0465 -9.5519 -10.6713 0.38 0.09 0.30
H -7.4794 -8.6714 -9.2114 0.27 0.42 0.56
H -8.5406 -7.9953 -10.3839 0.03 0.19 -0.26
H -7.0614 -7.0964 -10.0362 0.38 -0.13 -0.15
```
Forces are in eV/Å.

- Spin multiplicity: 3
- Gap between HOMO and LUMO (alpha / beta): 0.1085 / 0.2777 hartree
- Total charge: -1
- Lowest unoccupied orbital energy (alpha / beta): 2.55 / 1.13 eV

Quick look at the natural (NBO) charges, all values in e: Cu 1.560; C 0.327; O -0.537; O -0.947; C 0.921; F -0.312; F -0.344; F -0.337; C -0.082; C -0.611; H 0.197; H 0.207; H 0.197; H 0.173; H 0.160; H 0.122; As 2.488; F -0.718; F -0.729; F -0.710; F -0.698; F -0.707; F -0.718; C -0.735; C 0.436; N -0.455; H 0.240; H 0.255; H 0.280; C -0.238; O -0.605; C -0.059; C -0.081; O -0.571; C -0.068; C -0.085; O -0.585; C -0.257; H 0.215; H 0.158; H 0.197; H 0.201; H 0.169; H 0.217; H 0.163; H 0.192; H 0.168; H 0.194; H 0.192; H 0.175; H 0.218; H 0.171

no.,DFT total energy (hartree)
1,-1167.4850
2,-985.5929
3,-2946.9335
4,-5677.0084